(1)
51
Properties=species:S:1:pos:R:3:forces:R:3 method="wB97M-V/def2-TZVPD" multiplicity=2 homo_ev="-7.5 / -7.6" lumo_energy_ha="-0.02668 / -0.04725" charge=0 fmax_ev_per_a=0.61 total_energy_ha=-3967.87647
Cu -0.783006 2.962089 -0.295558 0.451 -0.111 0.391
Cl -3.252249 -0.546363 -2.657129 -0.012 0.018 -0.039
Cl 0.513225 0.387929 -6.389264 0.013 0.004 0.037
O -1.988486 1.762554 -1.238822 0.015 0.006 -0.180
O -0.518095 -4.213103 -0.436666 -0.031 -0.005 0.012
O -1.382107 3.221530 1.451101 -0.133 -0.236 -0.054
N 0.772186 1.836558 0.700407 -0.077 0.021 0.070
N 0.501194 -0.773875 4.883940 0.530 -0.123 -0.155
N 0.685745 -1.947445 4.518619 -0.475 0.049 -0.011
N 0.186989 3.095843 -2.011811 -0.145 -0.179 -0.169
C -0.201543 0.786882 -4.855211 -0.015 -0.031 -0.038
C 1.101400 -3.443989 2.690529 0.140 0.024 -0.019
C -0.945813 1.053874 4.351955 -0.135 -0.116 0.008
C -1.289823 0.090192 -4.410688 -0.038 0.000 0.038
C -1.450642 1.425103 -2.367450 -0.128 0.037 0.151
C 1.967599 3.520676 -3.525002 0.013 0.033 -0.043
C -1.898209 0.393681 -3.182971 -0.006 -0.020 -0.044
C 1.507314 2.562187 -4.385340 -0.047 -0.013 -0.026
C 0.813982 -4.010174 1.465943 0.095 -0.029 0.009
C -0.922376 2.306480 2.283691 0.006 0.172 -0.189
C 0.242533 1.550155 1.922366 0.033 -0.011 -0.122
C 1.962754 -0.077386 2.306016 -0.002 -0.048 -0.003
C -0.289166 2.122906 -2.845913 0.082 0.091 0.035
C -0.856487 -2.074421 2.532571 -0.004 -0.016 0.122
C 0.109267 0.262255 3.979059 -0.167 0.150 -0.089
C 1.825823 1.180554 0.279921 -0.015 0.081 0.034
C 0.296802 -2.439030 3.220513 0.085 0.101 -0.047
C 2.471617 0.216906 1.071996 0.039 0.013 -0.009
C 1.270593 3.765288 -2.332765 -0.042 0.035 0.023
C 0.782547 0.554394 2.758490 0.066 -0.074 0.054
C 0.347666 1.821742 -4.066987 0.077 0.042 0.012
C -1.651522 -3.810332 -1.189156 0.016 0.004 -0.006
C -1.482771 2.043615 3.512851 -0.089 0.052 0.121
C -1.171098 -2.656645 1.312506 0.015 0.025 0.026
C -0.319537 -3.611977 0.761693 -0.042 0.046 -0.014
H 2.198412 1.435506 -0.707747 -0.008 -0.041 0.014
H -1.531632 -1.342296 2.952203 -0.009 0.035 -0.036
H -2.360489 2.602434 3.809952 0.033 -0.001 0.036
H -1.696992 -0.713444 -5.009420 0.001 0.010 0.007
H 2.858758 4.090664 -3.746229 -0.021 0.008 -0.003
H 3.359515 -0.277405 0.702471 -0.005 0.030 0.006
H -2.072865 -2.348283 0.802686 0.019 -0.003 0.011
H 1.606565 4.521230 -1.633183 0.014 -0.033 0.012
H 2.468807 -0.792988 2.939141 -0.053 -0.060 0.014
H -1.608655 -2.746951 -1.432504 -0.006 0.017 0.000
H 2.023591 2.355940 -5.313365 0.009 -0.001 0.014
H -1.424362 0.836190 5.300039 0.016 0.066 0.001
H -1.627357 -4.392589 -2.105591 0.008 -0.004 -0.003
H 1.977741 -3.755386 3.246928 -0.044 -0.022 0.012
H 1.452242 -4.770403 1.033544 -0.021 0.013 0.025
H -2.579586 -4.020871 -0.652359 -0.003 -0.008 0.003



(2)
90
Properties=species:S:1:pos:R:3:forces:R:3 method="wB97M-V/def2-TZVPD" multiplicity=1 homo_ev=-13.3 lumo_energy_ha=-0.19480 charge=+2 fmax_ev_per_a=1.12 total_energy_ha=-2059.18743
Y 0.007055 0.052531 -0.142335 0.107 -1.045 -0.380
S 2.888927 2.134883 -0.027118 0.224 0.109 0.211
O 2.034288 0.864010 0.171679 -0.234 -0.110 0.013
O -0.226335 1.170912 -2.029509 0.053 -0.060 0.178
N 0.615012 -0.040817 -3.807631 -0.118 0.070 0.184
N 1.064273 0.230066 -5.081586 0.062 0.029 -0.008
C 2.311962 4.386829 1.338079 0.004 -0.014 -0.098
C 0.245057 -1.835505 -2.243410 0.051 0.008 -0.018
C -3.842500 -2.033407 -0.945840 -0.008 0.007 0.042
C -0.325332 -3.383353 3.722797 0.031 0.022 -0.035
C -2.867952 0.980586 3.570524 -0.074 -0.007 -0.134
C -4.800968 -0.491052 0.714107 0.047 -0.014 -0.027
C 0.115154 1.118656 -3.255757 0.129 0.007 -0.286
C -0.531363 -2.041541 1.690823 0.396 0.324 0.270
C -2.019642 1.317568 2.336289 -0.004 0.394 -0.160
C 2.321634 4.571948 3.731912 -0.004 -0.004 -0.073
C -2.326064 -0.919580 0.724117 0.139 0.698 -0.094
C 2.706484 3.062055 1.468328 0.022 -0.012 -0.148
C 2.125240 5.145988 2.483570 -0.001 0.023 0.101
C 2.505227 -1.343935 -2.957400 0.002 0.098 -0.067
C 2.979333 -2.342260 -2.117115 -0.037 -0.033 0.021
C -3.563381 -0.743658 -0.160088 -0.102 -0.183 0.062
C -1.589963 -2.119146 0.761448 -0.011 -0.076 -0.319
C 2.903084 2.473876 2.712110 0.007 -0.109 0.032
C 0.734037 -2.821848 -1.391601 0.022 0.084 -0.159
C -0.734068 2.015273 2.830242 -0.101 -0.046 -0.043
C -2.732823 2.371868 1.479260 -0.015 -0.110 0.045
C -3.381692 0.368526 -1.198845 -0.006 0.059 0.027
C 2.705996 3.238245 3.846967 0.002 0.002 0.016
C -0.565245 -0.740518 2.195743 -0.186 0.295 -0.132
C 0.258481 -4.478735 1.591087 -0.064 0.027 0.058
C 1.212846 -0.853762 -6.046970 -0.048 -0.079 -0.105
C -1.649145 0.013483 1.607786 -0.191 -0.383 0.957
C 1.142326 -1.095149 -3.011224 0.016 0.081 -0.082
C 0.723474 1.504858 -5.373359 0.031 -0.088 0.040
C 2.100863 -3.069847 -1.326757 0.057 -0.018 -0.001
C 4.556246 1.507564 0.134666 -0.100 -0.012 0.004
C 0.909873 2.052108 -6.740174 0.015 0.001 -0.043
C 0.300457 -3.141897 2.334056 -0.030 -0.048 0.031
C 0.164914 2.094473 -4.260067 -0.108 0.129 0.068
C 1.753394 -2.689928 2.513845 -0.006 -0.011 -0.061
H -2.912531 3.261564 2.083524 -0.004 0.008 -0.004
H -0.005216 2.150151 2.017347 0.044 0.039 0.041
H 2.855942 2.800703 4.824593 0.001 -0.002 -0.001
H 4.644032 0.939063 1.058502 -0.014 0.012 -0.005
H -4.292016 0.473385 -1.791571 0.000 0.015 -0.005
H 4.039833 -2.552922 -2.081461 0.001 0.000 0.002
H -3.827002 0.547170 3.286535 0.011 0.007 0.024
H 2.479070 -3.850455 -0.680649 -0.004 -0.003 0.006
H 0.759954 -5.232964 2.198249 -0.018 -0.022 -0.007
H -3.163770 1.341891 -0.761305 0.013 -0.083 -0.042
H 2.043293 -0.634466 -6.712846 0.000 0.050 0.015
H -4.741964 0.442126 1.265222 -0.019 0.018 0.027
H 1.829341 -1.851811 3.208371 -0.003 0.021 -0.021
H 0.188134 1.607990 -7.429019 -0.007 0.002 0.004
H -0.246629 1.485644 3.646434 0.042 -0.016 -0.023
H -3.007181 -2.315743 -1.592529 0.010 0.000 -0.011
H -4.920105 -1.300450 1.435840 -0.016 0.005 0.005
H -4.062999 -2.869358 -0.281018 0.015 -0.012 -0.017
H 0.300567 -0.984443 -6.629712 -0.006 -0.008 0.028
H -2.349153 0.262320 4.206410 0.001 0.010 0.013
H 0.095050 -0.355071 2.956263 -0.027 -0.070 0.085
H -0.823701 -1.679733 -2.368841 -0.007 -0.035 0.006
H -3.695390 2.040817 1.103293 0.004 0.016 -0.031
H 1.826889 6.181728 2.399798 -0.001 0.002 0.005
H -1.859849 -3.009854 0.215617 -0.005 0.005 -0.030
H 0.229865 -4.152717 4.261431 0.002 -0.012 -0.012
H 4.744292 0.873204 -0.729362 0.002 -0.003 0.001
H 2.352895 -3.505624 2.920202 0.010 0.009 0.012
H -3.059164 1.885658 4.149913 -0.023 -0.010 0.018
H -0.172660 3.112014 -4.171379 0.001 -0.005 0.006
H -1.359642 -3.714761 3.619464 -0.003 -0.002 0.038
H 3.185324 -0.762105 -3.567149 -0.008 0.006 -0.002
H -2.113309 2.679079 0.628490 -0.020 0.021 -0.019
H -0.317721 -2.472245 4.321470 -0.001 -0.001 0.008
H 2.158214 4.819207 0.356793 -0.001 0.006 0.010
H -5.696936 -0.457297 0.092624 0.000 0.009 -0.006
H 1.432575 -1.776809 -5.518333 0.022 0.020 0.025
H 2.197197 -2.385395 1.559939 0.020 -0.022 0.003
H 3.189452 1.431861 2.793020 -0.005 0.016 0.021
H -0.767879 -4.818677 1.440580 0.006 0.004 -0.045
H -4.711940 -1.884152 -1.586053 -0.008 0.006 0.008
H -2.578669 0.116823 -1.901050 0.003 -0.004 -0.015
H 5.241536 2.353919 0.133877 -0.033 0.035 -0.004
H -0.984084 3.009872 3.200105 0.016 0.010 -0.007
H 0.756397 3.127569 -6.735265 -0.008 -0.001 0.003
H 2.176091 5.164299 4.625115 -0.003 0.008 -0.002
H 0.035854 -3.411352 -0.823714 0.017 -0.055 -0.012
H 1.908591 1.841171 -7.121955 0.003 0.007 0.016
H 0.769957 -4.461192 0.631542 0.031 -0.004 0.005



(3)
19
Properties=species:S:1:pos:R:3:forces:R:3 method="wB97M-V/def2-TZVPD" multiplicity=1 homo_ev=-11.1 lumo_energy_ha=0.04142 charge=0 smiles=CCC.CC fmax_ev_per_a=5.91 total_energy_ha=-198.83008
C 2.291610 0.149121 -0.898321 -2.289 1.234 -3.301
C -2.360980 -1.298068 1.039047 1.044 -0.334 0.940
C 0.932598 -0.649166 -1.216850 4.230 -1.539 -3.826
C 1.819018 1.626806 -0.703647 1.399 -0.034 0.325
C -2.081180 0.222647 1.524318 0.176 -2.250 0.458
H -2.683913 0.917413 1.002739 -0.766 0.541 -0.832
H 2.710359 -0.200776 0.018713 0.940 -0.513 0.099
H 1.155048 -1.825543 -1.350764 -0.491 2.692 -0.488
H -2.478255 0.199974 2.543904 0.602 0.584 0.085
H -2.327056 -2.095245 1.897605 -0.264 1.832 -1.184
H 1.155465 1.894937 -1.551762 -0.063 0.061 1.052
H 2.886145 0.173489 -1.894806 -0.242 -0.607 2.145
H 1.482196 1.726834 0.340853 -0.963 0.103 -0.663
H 0.424581 -0.665013 -0.376784 -3.043 0.377 4.038
H 0.377948 -0.118998 -2.057303 0.666 -1.186 0.990
H -1.041512 0.623318 1.433760 -0.700 -0.843 0.386
H 2.647286 2.368545 -0.701189 -0.142 -0.579 -0.363
H -3.364123 -1.358046 0.565668 0.820 -0.089 0.148
H -1.545239 -1.692230 0.384813 -0.914 0.553 -0.009



(4)
39
Properties=species:S:1:pos:R:3:forces:R:3 method="wB97M-V/def2-TZVPD" multiplicity=1 homo_ev=-8.7 lumo_energy_ha=-0.01340 charge=0 smiles="C[C@@H](NC(=O)COC(=O)/C=C/c1ccco1)c1ccccc1" fmax_ev_per_a=1.36 total_energy_ha=-1013.72291
O 0.648482 -0.024275 -1.185044 0.097 0.102 -0.057
O 0.856213 2.144903 -0.613113 0.324 0.069 0.210
O 5.255809 -1.817132 -0.137314 -0.443 -0.264 -0.206
O -2.176421 2.943305 0.587548 -0.206 0.366 0.133
N -1.653623 0.769653 0.225334 -0.049 -0.593 0.143
C -5.714778 -1.960968 -0.824813 -0.107 -0.018 -0.012
C 4.731905 -0.572449 -0.012938 0.746 1.027 0.475
C -1.531564 2.087732 0.021227 0.533 0.077 -0.452
C -3.683113 -0.559982 0.463487 -0.101 0.142 0.058
C -4.389969 -2.207914 -1.142182 0.075 -0.070 -0.061
C -6.024703 -1.013525 0.135304 -0.107 -0.041 -0.014
C 5.695717 0.277254 0.492283 -0.718 -0.494 -0.340
C 6.852685 -0.500319 0.679011 0.015 -0.602 -0.139
C 1.317434 0.896023 -0.756834 -0.210 -0.343 -0.189
C 2.711974 0.801058 -0.334124 0.408 -0.355 0.054
C -5.013865 -0.316079 0.773394 0.105 -0.019 0.014
C -1.832863 -0.727917 2.141294 -0.115 0.246 -0.037
C 3.372839 -0.366941 -0.397301 -0.585 0.216 -0.139
C 6.522447 -1.764132 0.277839 0.691 0.487 0.338
C -0.469470 2.436784 -1.041314 -0.546 0.091 -0.191
C -3.379766 -1.513768 -0.500688 -0.064 0.032 0.054
C -2.583302 0.193409 1.177610 -0.014 0.023 0.205
H 7.798927 -0.172364 1.057190 0.216 -0.002 0.067
H -3.016129 1.035554 1.727756 0.040 -0.173 -0.107
H -5.258799 0.428182 1.517194 -0.013 0.100 0.074
H 2.850871 -1.239002 -0.770616 -0.119 -0.030 -0.040
H -1.076175 0.134041 -0.313862 0.008 0.264 -0.004
H -2.350149 -1.716831 -0.758024 0.135 -0.035 -0.049
H 7.091104 -2.672837 0.246117 -0.029 -0.163 -0.047
H -6.502640 -2.503836 -1.325883 -0.059 -0.039 -0.040
H -4.142107 -2.944703 -1.892331 0.020 -0.058 -0.059
H 3.162917 1.711809 0.023981 0.129 0.084 0.061
H -0.492549 3.512970 -1.217709 -0.046 -0.207 0.076
H -2.525711 -1.150671 2.864095 -0.038 -0.095 0.067
H 5.581117 1.320815 0.699875 -0.090 0.236 0.027
H -1.064646 -0.170973 2.672731 0.080 0.034 0.049
H -0.689277 1.888683 -1.964824 0.067 0.113 0.098
H -1.361468 -1.541835 1.594722 0.056 -0.125 -0.035
H -7.056246 -0.813780 0.385730 -0.085 0.019 0.014